Entry from the Open Molecules 2025 dataset: a molecular structure, C44H63BCoGeN4Se2 (ωB97M-V/def2-TZVPD).

Properties
**Spin multiplicity**: 4
**⟨S²⟩**: 3.771
**Lowest unoccupied orbital energy (alpha / beta)**: -7.35 / -7.77 eV
**Net charge**: +2

The geometry in XYZ format:
```
116
C44H63BCoGeN4Se2, DFT ωB97M-V/def2-TZVPD
Co -0.323 0.441 1.250
Se -0.152 2.658 2.819
Se -1.892 1.513 3.808
C -1.037 -0.215 3.896
C -1.285 -0.947 5.042
C -0.674 -2.181 5.204
C 0.200 -2.614 4.219
C 0.375 -1.839 3.091
N -0.247 -0.662 2.898
C -0.928 2.962 1.057
C -1.421 4.196 0.707
C -1.990 4.349 -0.555
C -2.069 3.242 -1.383
C -1.548 2.035 -0.960
N -0.968 1.891 0.240
H -1.946 -0.543 5.797
H -0.861 -2.776 6.088
H 0.733 -3.549 4.304
H 1.046 -2.162 2.311
H -1.366 5.013 1.414
H -2.374 5.309 -0.873
H -2.533 3.311 -2.356
H -1.607 1.150 -1.576
C 2.013 -4.211 -1.351
C 1.556 -2.988 -0.551
C 0.033 -2.967 -0.400
C 2.227 -2.917 0.809
C 2.360 -4.054 1.596
C 3.055 -4.008 2.794
C 3.612 -2.817 3.230
C 3.471 -1.645 2.495
C 4.079 -0.354 3.005
C 3.557 -0.006 4.403
C 5.611 -0.454 3.024
C 2.758 -1.710 1.290
N 2.632 -0.545 0.472
B 1.538 0.353 0.198
N 2.076 1.223 -0.843
C 3.397 0.879 -1.054
C 3.734 -0.160 -0.260
C 1.528 2.166 -1.784
C 0.818 1.640 -2.892
C 0.397 2.516 -3.883
C 0.641 3.875 -3.781
C 1.341 4.367 -2.697
C 1.841 3.529 -1.697
C 2.782 4.200 -0.701
C 2.752 3.733 0.749
C 4.229 4.188 -1.221
C 0.577 0.145 -3.061
C -0.671 -0.192 -3.883
C 1.788 -0.520 -3.736
H 1.674 -4.127 -2.384
H 1.615 -5.139 -0.940
H 3.101 -4.279 -1.356
H 1.849 -2.104 -1.121
H -0.301 -3.748 0.286
H -0.447 -3.136 -1.365
H -0.301 -1.992 -0.014
H 1.951 -4.999 1.260
H 3.189 -4.910 3.376
H 4.176 -2.808 4.154
H 3.796 0.462 2.338
H 3.835 -0.772 5.128
H 2.468 0.091 4.405
H 3.989 0.939 4.735
H 5.938 -1.135 3.810
H 6.051 0.524 3.219
H 6.002 -0.822 2.075
H 4.007 1.375 -1.789
H 4.669 -0.691 -0.209
H -0.121 2.136 -4.753
H 0.308 4.548 -4.562
H 1.548 5.430 -2.642
H 2.480 5.251 -0.686
H 3.120 2.717 0.890
H 1.737 3.801 1.137
H 3.374 4.397 1.350
H 4.694 3.210 -1.104
H 4.819 4.909 -0.654
H 4.272 4.475 -2.272
H 0.451 -0.291 -2.062
H -0.541 0.095 -4.927
H -1.579 0.291 -3.512
H -0.834 -1.270 -3.865
H 2.010 -0.020 -4.680
H 1.566 -1.566 -3.953
H 2.678 -0.479 -3.115
C -4.784 -3.625 -2.175
C -3.312 -3.215 -2.169
C -3.068 -1.911 -1.399
C -3.177 -2.097 0.111
Ge -3.008 -0.397 1.148
C -4.284 0.989 0.495
C -5.650 0.329 0.299
C -6.626 1.250 -0.448
C -6.277 1.416 -1.924
H -4.903 -4.621 -2.599
H -5.374 -2.931 -2.775
H -5.200 -3.646 -1.166
H -2.977 -3.082 -3.199
H -2.707 -4.013 -1.728
H -3.796 -1.165 -1.737
H -2.071 -1.528 -1.640
H -2.462 -2.835 0.474
H -4.174 -2.429 0.417
H -3.499 -0.793 2.570
H -3.919 1.415 -0.439
H -4.344 1.795 1.228
H -6.071 0.067 1.272
H -5.557 -0.595 -0.279
H -6.664 2.226 0.042
H -7.620 0.807 -0.368
H -5.344 1.966 -2.067
H -7.063 1.969 -2.438
H -6.181 0.443 -2.410
```

---

Entry from the Open Molecules 2025 dataset: 9 unconnected molecules or ions with the total composition C44H65Cl16NO2S2 (ωB97M-V/def2-TZVPD).

Properties
**Lowest unoccupied orbital energy**: -0.80 eV

The geometry in XYZ format:
```
130
C44H65Cl16NO2S2, DFT ωB97M-V/def2-TZVPD
C 1.596 -3.298 7.916
C 2.299 -2.145 8.097
C 2.632 -1.318 6.908
C 3.965 -1.109 6.580
C 4.287 -0.381 5.447
C 3.310 0.148 4.623
C 1.971 -0.049 4.979
C 1.629 -0.771 6.106
C 0.881 0.522 4.135
O -0.281 0.522 4.499
C 1.276 1.061 2.810
C 0.234 1.365 1.928
C 0.562 1.793 0.661
C 1.884 1.966 0.242
C 2.156 2.414 -1.172
C 2.673 1.319 -2.109
C 1.563 0.469 -2.752
C 0.758 -0.333 -1.717
N 0.393 -1.703 -2.189
C 1.019 -2.742 -1.332
C 2.403 -3.079 -1.846
C 3.180 -4.036 -0.911
C 2.300 -5.036 -0.155
C -1.037 -1.818 -2.035
S -2.001 -1.960 -3.331
S -1.582 -1.779 -0.358
C -3.367 -1.984 -0.397
C -4.070 -0.904 0.434
C -3.793 -1.003 1.939
C 2.897 1.704 1.154
C 2.598 1.233 2.425
C 3.679 0.901 3.391
O 4.838 1.212 3.186
H 1.995 -4.261 8.212
H 0.633 -3.225 7.417
H 2.632 -1.809 9.077
H 4.757 -1.527 7.188
H 5.332 -0.254 5.196
H 0.589 -0.932 6.354
H -0.791 1.206 2.226
H -0.238 1.976 -0.046
H 2.913 3.201 -1.129
H 1.244 2.866 -1.567
H 3.355 0.609 -1.627
H 3.212 1.764 -2.948
H 0.877 1.195 -3.209
H 1.938 -0.144 -3.570
H 1.352 -0.413 -0.802
H -0.142 0.226 -1.477
H 1.094 -2.458 -0.276
H 0.388 -3.628 -1.403
H 2.386 -3.510 -2.848
H 3.029 -2.184 -1.923
H 3.697 -3.442 -0.153
H 3.916 -4.610 -1.474
H 1.651 -4.550 0.574
H 2.897 -5.787 0.362
H 1.630 -5.576 -0.831
H -3.721 -1.920 -1.423
H -3.631 -2.955 0.023
H -3.805 0.087 0.059
H -5.134 -1.034 0.233
H -3.068 -0.266 2.279
H -3.520 -2.012 2.247
H -4.716 -0.764 2.474
H 3.933 1.816 0.856
Cl 2.186 -2.287 -5.788
C 3.916 -2.490 -6.174
C 4.762 -2.581 -4.931
Cl 4.815 -1.031 -4.052
H 4.219 -1.658 -6.806
H 4.008 -3.411 -6.749
H 5.787 -2.832 -5.199
H 4.388 -3.340 -4.248
Cl 4.663 6.489 -2.828
C 5.881 5.709 -1.785
C 6.518 4.515 -2.448
Cl 5.372 3.163 -2.636
H 5.396 5.431 -0.852
H 6.641 6.458 -1.571
H 7.340 4.151 -1.833
H 6.908 4.764 -3.432
Cl -7.909 -2.350 1.700
C -9.042 -0.969 1.638
C -8.668 0.021 0.568
Cl -7.151 0.874 0.954
H -9.057 -0.506 2.621
H -10.028 -1.382 1.435
H -9.447 0.775 0.477
H -8.542 -0.465 -0.396
Cl -14.400 -4.879 2.019
C -12.678 -4.790 1.568
C -11.909 -3.838 2.446
Cl -12.385 -2.138 2.176
H -12.621 -4.499 0.522
H -12.268 -5.793 1.674
H -10.845 -3.910 2.221
H -12.055 -4.060 3.500
Cl 4.538 -0.275 -8.748
C 3.719 -0.384 -10.327
C 3.534 -1.811 -10.773
Cl 5.083 -2.597 -11.176
H 4.302 0.187 -11.045
H 2.746 0.091 -10.213
H 2.921 -1.836 -11.672
H 3.048 -2.405 -10.003
Cl 2.314 4.156 -4.148
C 1.657 3.976 -5.794
C 1.260 2.553 -6.091
Cl 2.674 1.475 -6.197
H 2.408 4.333 -6.493
H 0.784 4.623 -5.863
H 0.751 2.509 -7.053
H 0.594 2.157 -5.328
Cl -2.494 1.856 8.689
C -2.437 1.526 6.935
C -2.983 2.667 6.121
Cl -4.744 2.873 6.325
H -2.986 0.607 6.750
H -1.393 1.366 6.672
H -2.805 2.468 5.065
H -2.504 3.607 6.386
Cl 0.827 6.328 5.298
C -0.019 6.279 3.730
C -0.508 4.893 3.397
Cl 0.818 3.751 3.054
H 0.661 6.652 2.969
H -0.866 6.960 3.805
H -1.128 4.931 2.501
H -1.098 4.477 4.210
```

---

Entry from the Open Molecules 2025 dataset: a molecular structure, C44H66AsF6O33 (ωB97M-V/def2-TZVPD).

Properties
**Lowest unoccupied orbital energy**: 1.13 eV
**ΔE to the lowest compared entry with this formula, charge and spin**: 4.0632 eV
**Net charge**: -1

The geometry in XYZ format:
```
150
C44H66AsF6O33, DFT ωB97M-V/def2-TZVPD
As 0.344 0.130 -0.044
F 1.232 0.863 1.323
F 1.961 -0.441 -0.687
F -0.407 -0.610 -1.509
F -1.253 0.694 0.595
F 0.553 1.679 -0.980
F 0.156 -1.448 0.766
C 4.797 -0.883 0.831
C 4.995 -0.640 2.348
C 3.934 0.150 3.024
O 3.855 -0.496 4.236
C 4.486 -1.651 4.229
O 4.539 -2.358 5.184
O 5.057 -1.830 3.079
H 3.869 -1.402 0.593
H 5.612 -1.482 0.422
H 4.745 -0.011 0.179
H 5.933 -0.098 2.475
H 3.007 0.008 2.469
H 4.155 1.205 3.190
C -1.504 -0.941 3.484
C -0.090 -0.537 3.952
C 0.110 0.628 4.889
O 0.711 0.091 6.045
C 0.883 -1.252 5.823
O 1.383 -2.067 6.575
O 0.335 -1.652 4.693
H -2.142 -1.133 4.347
H -1.347 -1.883 2.958
H -1.980 -0.215 2.825
H 0.541 -0.481 3.065
H -0.786 1.163 5.204
H 0.766 1.441 4.578
C 0.796 4.648 2.926
C 0.166 5.221 1.683
C -0.563 4.210 0.860
O -1.885 4.668 0.913
C -2.020 5.750 1.587
O -3.021 6.362 1.749
O -0.851 6.063 2.142
H 1.731 4.143 2.683
H 0.058 4.021 3.426
H 1.039 5.376 3.700
H 0.824 5.820 1.053
H -0.523 3.176 1.202
H -0.256 4.314 -0.180
C 3.472 -3.917 -2.039
C 3.046 -2.981 -3.091
C 4.089 -2.669 -4.177
O 3.372 -2.883 -5.352
C 2.138 -3.350 -5.132
O 1.255 -3.517 -5.969
O 2.044 -3.644 -3.874
H 2.749 -3.888 -1.224
H 4.406 -3.582 -1.586
H 3.690 -4.923 -2.399
H 2.713 -2.038 -2.658
H 4.874 -3.424 -4.134
H 4.504 -1.665 -4.083
C -0.405 1.743 -4.588
C 1.057 1.764 -4.142
C 1.554 0.401 -3.672
O 2.659 0.209 -4.529
C 2.847 1.205 -5.463
O 3.613 1.134 -6.387
O 1.877 2.067 -5.316
H -1.048 1.529 -3.734
H -0.499 1.098 -5.462
H -0.479 2.789 -4.887
H 1.150 2.527 -3.369
H 0.785 -0.362 -3.794
H 1.899 0.380 -2.638
C 4.894 2.235 -2.248
C 3.646 2.571 -1.420
C 3.769 2.810 0.075
O 3.497 4.172 0.212
C 3.082 4.718 -0.968
O 2.848 5.914 -1.167
O 3.329 3.855 -1.973
H 5.732 2.886 -2.003
H 4.866 2.269 -3.338
H 5.150 1.185 -2.106
H 2.832 1.889 -1.663
H 4.778 2.589 0.423
H 3.062 2.206 0.644
C -2.991 2.219 -1.336
C -3.829 3.388 -1.777
C -3.211 4.227 -2.867
O -4.185 4.201 -3.914
C -5.224 3.509 -3.549
O -6.208 3.396 -4.190
O -5.026 2.894 -2.349
H -3.169 1.373 -2.000
H -3.256 1.870 -0.338
H -1.918 2.376 -1.222
H -4.042 4.100 -0.979
H -2.244 3.779 -3.093
H -3.038 5.239 -2.500
C -3.888 1.752 2.887
C -3.980 2.205 4.375
C -5.381 2.547 4.869
O -5.653 1.649 5.983
C -4.576 0.837 6.132
O -4.460 -0.094 6.918
O -3.651 1.177 5.289
H -4.287 0.741 2.801
H -2.888 1.800 2.456
H -4.504 2.360 2.224
H -3.270 3.028 4.467
H -6.102 2.500 4.053
H -5.449 3.574 5.228
C -2.429 -3.892 -5.876
C -2.579 -2.965 -4.594
C -1.396 -2.039 -4.288
O -2.054 -0.822 -3.977
C -3.333 -0.869 -4.283
O -4.158 0.062 -4.049
O -3.572 -2.038 -4.851
H -1.674 -4.658 -5.700
H -2.194 -3.390 -6.815
H -3.328 -4.493 -6.018
H -2.791 -3.608 -3.740
H -0.683 -2.031 -5.113
H -0.807 -2.374 -3.434
C -4.441 -1.255 0.610
C -4.100 -2.663 -0.012
C -2.815 -2.784 -0.901
O -2.019 -3.684 -0.227
C -2.575 -4.001 0.934
O -1.999 -4.805 1.685
O -3.872 -3.514 1.044
H -3.596 -0.959 1.231
H -5.339 -1.389 1.213
H -4.513 -0.470 -0.143
H -4.908 -2.991 -0.667
H -2.422 -1.771 -0.988
H -3.055 -3.251 -1.856
C 1.349 -4.614 4.659
C 1.279 -5.091 3.184
C 1.087 -4.021 2.090
O 1.902 -4.481 1.078
C 2.699 -5.463 1.571
O 3.609 -5.903 0.895
O 2.355 -5.849 2.762
H 2.098 -3.850 4.871
H 1.494 -5.441 5.353
H 0.375 -4.174 4.873
H 0.456 -5.801 3.102
H 1.512 -3.070 2.411
H 0.075 -3.852 1.722
```

---

Respective total energy values: -278109.478, -274296.484, -191417.527 eV.
Respective max |F| values: 1.53, 1.97, 5.02 eV/A.